ORCA calculation (the ωB97M-V functional and the def2-TZVPD basis) on a single C22H25ClFNO3 molecule.

Results
SMILES: CC[C@H](Cl)[C@@]1(C[C@@H](C)F)OC(=O)O[C@]1(Cc1ccccc1C)c1ccncc1
F_max, eV Å⁻¹: 4.091
Energy, eV: -46089.9241
HOMO-LUMO gap, eV: 9.1

```
! wB97M-V def2-TZVPD RIJCOSX def2/J DEFGRID3
* xyz 0 1
C 3.6153 1.2644 1.6079
C 2.9074 0.0285 0.9307
C 1.3837 -0.1262 1.2852
Cl 1.3263 -1.1973 2.7871
C 0.5046 -0.7625 0.1179
C 1.2455 -1.9021 -0.6919
C 1.5283 -3.2055 0.1346
C 1.5900 -4.4541 -0.8591
F 2.7796 -3.2031 0.8107
O -0.5918 -1.3599 0.8796
C -1.5039 -1.7559 -0.1267
O -2.2411 -2.6687 -0.0642
O -1.3502 -0.8179 -1.1818
C -0.3972 0.1820 -0.7580
C -1.0422 1.4734 -0.1121
C -2.4393 1.2575 0.5400
C -3.6451 0.8625 -0.2150
C -4.9471 0.6628 0.3881
C -5.1436 0.8477 1.8219
C -3.9854 1.2765 2.5983
C -2.6592 1.4780 1.9862
C -1.5343 1.9480 2.9721
C 0.4235 0.7513 -1.9572
C 1.3962 1.8394 -1.8272
C 2.1123 2.2961 -2.9871
N 2.0318 1.9076 -4.2961
C 1.0969 0.9140 -4.3687
C 0.3078 0.2889 -3.3381
H 3.5736 1.1688 2.7200
H 3.1304 2.2002 1.2316
H 4.6863 1.2498 1.2596
H 3.4870 -0.8888 1.2309
H 3.0718 0.1202 -0.1825
H 1.0186 0.8691 1.6306
H 2.2417 -1.5634 -1.0991
H 0.6667 -2.2239 -1.6022
H 0.7495 -3.4647 0.8895
H 0.8997 -4.3233 -1.7378
H 1.1757 -5.3410 -0.2981
H 2.6368 -4.6985 -1.1625
H -0.3995 2.0017 0.6309
H -1.1982 2.2057 -0.9561
H -3.5228 0.6828 -1.3057
H -5.7753 0.3304 -0.2874
H -6.1537 0.6553 2.2390
H -4.1369 1.4339 3.6933
H -1.7922 1.6091 4.0094
H -1.6096 3.0763 3.0047
H -0.5045 1.6705 2.6524
H 1.5816 2.3094 -0.8341
H 2.8674 3.1085 -2.8015
H 0.9267 0.5278 -5.4109
H -0.3896 -0.5411 -3.5910
*
```